The following is a DFT calculation (wB97M-V/def2-TZVPD) of 11 unconnected molecules or ions with the total composition C23H33F6N5O28.

Geometry (Å):
O: 5.9806 -9.3050 -2.3606
C: 5.4088 -8.2202 -2.3143
O: 4.3148 -7.9406 -2.9557
C: 3.9372 -6.5896 -2.8094
C: 4.9580 -6.1341 -1.7796
F: 4.2725 -5.7754 -0.7599
O: 5.8454 -7.1546 -1.5441
H: 4.1735 -6.0071 -3.6998
H: 2.8883 -6.3558 -2.6266
H: 5.4950 -5.2289 -2.0629
O: -0.7895 -2.3247 0.4763
C: -0.6434 -1.1957 0.1854
O: 0.1067 -0.3957 0.8581
C: -0.0053 0.9675 0.3830
C: -0.6314 0.7074 -0.9853
F: 0.3552 0.8168 -1.8958
O: -1.0071 -0.6269 -0.9756
H: -0.5576 1.6246 1.0548
H: 0.9820 1.4267 0.4327
H: -1.4384 1.4175 -1.1661
O: 9.0874 2.5240 -9.1575
C: 7.9423 2.4570 -8.7176
O: 7.2270 3.4209 -8.1753
C: 5.8856 2.9346 -7.9089
C: 6.2478 1.4829 -7.7123
F: 5.2664 0.6981 -8.1096
O: 7.3145 1.3548 -8.6934
H: 5.4630 3.1124 -6.9200
H: 5.2584 3.2835 -8.7293
H: 6.5583 1.1030 -6.7390
O: 7.3954 0.9919 0.5270
C: 7.3867 0.8413 1.7451
O: 7.8382 -0.2375 2.2923
C: 7.6711 -0.1537 3.6924
C: 7.7937 1.3285 3.9380
F: 9.1257 1.5177 3.9864
O: 7.2005 1.7568 2.7298
H: 6.7003 -0.5474 3.9933
H: 8.4658 -0.7366 4.1580
H: 7.3178 1.6332 4.8700
O: 0.7890 1.5706 7.2716
C: -0.2393 1.7900 7.9202
O: -1.3610 1.0542 8.1241
C: -2.2863 1.9610 8.7268
C: -1.4010 2.8291 9.5584
F: -0.9946 2.2634 10.7227
O: -0.3938 2.9424 8.6378
H: -2.7248 2.4696 7.8683
H: -3.1416 1.6200 9.3101
H: -2.0528 3.6793 9.7598
O: -6.4309 0.1868 3.8923
C: -6.8037 1.3136 3.7259
O: -8.0818 1.8273 4.0720
C: -8.0038 3.2392 3.9478
C: -6.8151 3.4629 3.0508
F: -5.8974 4.3799 3.4370
O: -6.1711 2.2640 2.9536
H: -8.8882 3.7878 3.6237
H: -7.8174 3.6921 4.9215
H: -7.1512 3.7674 2.0596
C: -3.5000 -7.6824 -2.7759
N: -4.5615 -8.4979 -2.1564
O: -4.6287 -9.6900 -2.3146
O: -5.3674 -7.8995 -1.4591
H: -2.6220 -7.8591 -2.1546
H: -3.6863 -6.6328 -2.5482
H: -3.2943 -7.8554 -3.8322
C: -8.5225 -1.5523 -2.4016
N: -9.3821 -0.5211 -2.9728
O: -9.3266 -0.2778 -4.1552
O: -10.1781 0.0180 -2.1877
H: -7.7443 -0.9013 -2.0032
H: -8.2250 -2.3202 -3.1156
H: -9.1718 -1.9763 -1.6357
C: -5.0002 3.1476 -8.9910
N: -4.9038 3.0277 -7.4292
O: -5.4695 3.8293 -6.7391
O: -4.4506 2.0198 -6.9901
H: -4.9580 4.1507 -9.4152
H: -5.9581 2.8262 -9.4002
H: -4.2223 2.6085 -9.5317
C: 1.1399 -5.4357 6.8109
N: 2.2837 -6.3122 7.0081
O: 3.3823 -5.7818 7.0222
O: 2.0578 -7.4786 7.2593
H: 1.3819 -4.3890 6.6271
H: 0.6254 -5.3863 7.7705
H: 0.4312 -5.8203 6.0774
C: 1.6796 10.4655 -0.1893
N: 1.9489 9.5099 -1.2503
O: 2.0820 8.3275 -1.0271
O: 2.1800 9.9501 -2.3475
H: 1.2088 9.8138 0.5466
H: 1.1672 11.3979 -0.4266
H: 2.6801 10.6054 0.2200

Properties
ΔE to the lowest compared entry with this formula, charge and spin: 445.54 kJ/mol
M: 941.5 g mol⁻¹
SMILES: O=C1OC[C@@H](F)O1.O=C1OC[C@@H](F)O1.O=C1OC[C@@H](F)O1.O=C1OC[C@@H](F)O1.O=C1OC[C@@H](F)O1.O=C1OC[C@@H](F)O1.C[N+](=O)[O-].C[N+](=O)[O-].C[N+](=O)[O-].C[N+](=O)[O-].C[N+](=O)[O-]
Frontier orbital gap: 0.38815 Eh
Calculated total energy: -3875.31209 a.u.
LUMO: -0.174 eV
HOMO energy: -10.74 eV